17
Properties=species:S:1:pos:R:3:forces:R:3:nbo_charge:R:1 method="wB97M-V/def2-TZVPD" spin_multiplicity=3 charge=+1 relative_energy_ev=0.314 homo_energy_ev="-10.968 / -15.102" molar_mass_g_mol=116.21 orbital_gap_ev="7.89 / 8.02" s_squared=2.012
C 0.472 -0.036 -0.223 0.63 2.54 -0.28 0.0012
C 1.321 1.018 0.328 -0.37 -2.73 1.74 -0.0003
C 1.887 2.332 -0.026 -1.34 -1.86 -2.19 -0.5576
C -2.333 -1.275 -0.435 -0.17 0.59 2.34 -0.6226
C -0.972 -2.039 -0.230 -2.08 2.92 -1.82 -0.2509
N -0.050 -1.123 0.357 3.14 0.36 2.46 -0.3848
S 2.404 3.111 1.325 1.57 3.09 0.40 0.3651
H 0.103 0.146 -1.179 -0.66 0.22 -1.67 0.2049
H 0.462 -1.372 1.221 -0.94 -0.14 -0.42 0.4190
H 1.639 0.653 1.353 -0.20 0.85 -0.84 0.1971
H 1.872 2.780 -1.035 -0.07 -0.44 0.79 0.2691
H -2.628 -1.010 0.655 0.32 0.38 -1.85 0.2210
H -2.245 -0.342 -1.131 -0.26 -1.91 1.39 0.2295
H -3.151 -1.961 -0.675 0.36 0.16 -0.71 0.2496
H -0.674 -2.259 -1.194 1.20 -0.25 -2.31 0.2174
H -1.029 -2.991 0.157 -0.20 -1.59 2.05 0.2435
H 2.921 4.367 0.734 -0.95 -2.20 0.92 0.1988